(1)
A cluster of 2 separate species, C27H29N2O in total. Source: the OMol25 dataset; level of theory: ωB97M-V/def2-TZVPD.

orbital gap: 6.874 eV
charge: +1
highest occupied orbital energy: -0.4149 Ha

XYZ file:
```
59
Properties=species:S:1:pos:R:3:forces:R:3
H 2.43712 -3.38540 6.67895 -0.2699 0.1329 -0.0879
H -1.74570 -4.66866 8.52332 -0.0056 -0.0286 0.0144
H 1.84696 3.70869 3.13990 -0.1793 0.0697 0.0635
H -3.26011 -5.92901 6.13354 0.1705 -0.1595 -0.0234
H 0.55626 -1.70794 0.63246 -0.4280 0.2178 0.3932
H 2.51853 -2.38594 3.92236 -0.2998 0.2970 0.1515
C 1.30802 -3.68277 1.84579 0.0692 -0.5075 0.1529
C -1.14637 3.04637 1.72168 -0.0593 -0.1168 0.4714
H -2.12961 4.88497 4.39695 0.4003 -0.1640 -0.2845
H -3.07830 -2.28463 6.12116 -0.0525 -0.2601 -0.2815
H -3.51762 0.78873 1.97546 0.2994 -0.2958 -0.0343
C -1.15923 -1.73599 2.03195 -0.1985 0.9234 -0.1728
C 0.34291 -4.04682 6.89152 -0.0575 0.1979 0.0957
C -0.36475 -3.01449 4.99930 0.8421 1.0436 -0.2682
C -1.60893 0.85004 1.00384 0.3277 0.9852 0.6760
C -2.21383 -5.63041 6.01734 -0.4098 -0.1303 -0.3765
H 0.34307 4.85581 4.77416 -0.0708 -0.1785 -0.1692
C 0.24171 3.06116 1.88461 -0.7586 -0.1063 0.1401
N 0.93426 -2.70799 5.25197 -0.0449 -1.1502 0.2722
H 0.13940 -7.38241 1.55596 0.0419 0.3437 -0.0444
C -2.36725 -4.01970 7.91068 -0.3085 0.1425 -0.0027
H -2.24247 -2.98530 8.23014 0.0746 0.0011 0.0436
C 0.46710 -6.34487 1.63865 0.0264 0.2098 -0.0369
C -3.02248 -3.26961 5.63060 -0.6257 0.2764 -0.1288
H -3.41195 -4.29622 8.08536 0.1519 0.0137 0.0375
C 0.76932 3.70534 2.99840 -0.1181 0.2110 -0.0428
O -1.72966 2.22347 0.74065 0.0769 -0.8549 -0.3079
C -0.29425 -1.16260 1.05348 0.4314 -0.0841 0.4996
C -2.00469 3.76366 2.56666 0.4003 -0.6020 -0.1196
H 3.23818 -4.39636 1.21161 -0.4006 -0.1287 -0.0396
H 0.27029 0.65617 -0.00772 -0.3156 -0.4341 0.1161
C -2.37840 -1.03247 2.26737 0.4985 -0.4945 0.2696
C 1.78007 -1.81354 4.50753 0.5924 0.1861 -0.4048
H 1.14442 -1.20993 3.85411 0.2690 -0.0319 0.0804
H -3.14623 -1.48588 2.89245 0.2249 0.0652 0.0170
H -4.02317 -3.71482 5.60008 0.1325 0.2093 -0.0306
C -0.46450 0.14590 0.62285 -0.4370 0.1772 -0.2595
C -2.09807 -4.16656 6.42036 0.0330 -0.3289 -0.4141
C -2.60750 0.22459 1.75567 -0.0420 0.4804 -0.2059
H -1.59747 -6.26958 6.65138 0.0131 0.0209 -0.0556
H -3.07587 3.76805 2.35090 0.3646 -0.0305 0.1660
C 1.40057 -3.40722 6.36381 0.1410 0.3403 -0.0981
C -1.45909 4.37339 3.69642 0.0453 0.2562 -0.2392
C -0.94229 -3.00414 2.73562 -1.4348 -0.9282 -0.5315
H -2.64308 -3.12152 4.60985 -0.4557 -0.1241 0.5464
H -1.92043 -3.46321 2.97494 0.7918 0.3271 0.2249
C -0.42707 -5.37070 2.09009 0.3623 0.5091 0.1654
C 1.78848 -6.00716 1.30898 -0.3149 0.4320 0.2388
C -0.07512 4.34614 3.90796 -0.1640 0.0240 -0.0315
H -1.46355 -5.64753 2.31486 0.4275 0.1175 0.0337
H 0.85870 2.53586 1.16309 0.0332 0.1185 0.1863
N -0.74245 -3.71465 6.09122 0.3104 -0.6132 -0.1192
H 1.64663 -2.64729 1.88781 -0.0302 -0.4947 0.1894
H 2.33483 -1.16646 5.20799 -0.3910 -0.1765 -0.3198
C -0.01152 -4.01312 2.22524 0.7964 -0.6513 -0.0841
H -1.92068 -5.78300 4.96622 -0.0908 0.0637 0.3222
C 2.20424 -4.67490 1.43421 -0.1771 0.0594 -0.0752
H 0.26208 -4.68763 7.77020 0.0240 0.4120 -0.4713
H 2.48455 -6.76680 0.94934 -0.2320 0.2103 0.1937
```
Forces are in eV/Å.

(2)
A cluster of 2 separate species, C27H29N2O2 in total. Source: the OMol25 dataset; level of theory: ωB97M-V/def2-TZVPD.

orbital gap: 5.152 eV
charge: +1
highest occupied orbital energy: -0.3641 Ha

XYZ file:
```
60
Properties=species:S:1:pos:R:3:forces:R:3
C 1.20801 -0.27402 -3.04873 0.0868 0.1628 -0.4640
C -1.86956 1.08661 1.75981 0.7956 0.6084 1.0194
C 1.05105 4.83098 2.87657 0.2158 0.1464 -0.3049
C -0.90281 -5.07352 0.90112 -0.0620 -0.5901 -0.1550
H -1.43208 5.30273 3.88616 -0.0613 -0.2104 0.1310
H 1.46935 5.22874 3.81328 -0.0502 -0.2117 -0.2681
C 1.50360 -0.20821 -4.39611 -0.5876 -0.6149 0.0198
H 0.88543 0.81113 -7.28503 0.3140 -0.2922 0.2292
C -0.92233 -3.70496 -1.09371 0.5251 -0.2233 0.1958
C -1.78377 -7.35648 1.04659 0.1186 0.3480 -0.1500
H 0.89572 -3.45692 -5.28712 0.1300 0.0471 0.1785
H -2.82032 0.54998 1.83680 0.5013 -0.1994 0.3320
H 1.16419 1.78155 -5.15518 0.1521 -0.0886 0.0197
O -1.15580 -6.19513 1.63918 0.0451 0.9005 -0.8022
H -0.01154 -4.19193 2.62902 0.0907 0.0824 -0.0962
H 2.86963 1.28548 -5.13354 -0.1760 0.0373 0.0154
H 1.20357 4.26257 0.10076 0.0771 -0.1696 0.1534
C 0.29155 2.65598 1.18736 -0.5314 -0.4562 -0.2603
C -2.50544 2.63180 3.76382 -0.7312 0.1793 0.0851
H -2.76049 -7.10719 0.59983 0.3853 -0.0190 0.1645
H -1.23229 -3.55892 -2.12394 -0.1366 0.0123 0.2546
C -0.09500 1.55480 0.41799 0.2703 0.1710 1.4046
H -1.15260 2.68022 5.47992 -0.0698 0.1751 -0.2766
C -0.84350 4.45003 4.27461 -0.5348 0.1415 0.3720
H -1.92724 -8.04428 1.87934 0.0014 0.1100 -0.1402
H -0.18190 4.87772 5.04583 -0.1939 -0.2531 -0.2205
C 1.29105 -1.34055 -5.22489 -0.5453 0.5402 -0.3965
C 1.48915 3.47695 0.82108 0.2797 0.5843 -0.4047
N -0.99944 0.64525 0.82156 -1.4342 1.4179 -1.0202
C 0.97057 -2.58087 -4.64992 0.1989 -0.1631 -0.4948
H 0.30131 -0.54929 -0.53694 0.0381 -0.6722 -0.1817
H 0.61522 5.69522 2.34717 0.2722 -0.0269 -0.1027
O 1.36722 -1.08845 -6.56085 0.2658 0.1700 2.0627
H 2.23095 2.84548 0.32141 -0.0859 0.0878 0.0048
C -0.18008 -2.67165 -0.44130 -0.8346 -0.6189 0.1507
C 0.72391 -1.48459 -2.44973 0.0727 0.0152 -0.2099
C -1.22297 -4.91206 -0.47108 0.0412 0.1390 0.6900
H 2.63115 0.39804 -7.29402 -0.4012 -0.0637 0.2278
H 0.35766 1.40892 -0.57106 0.2701 -0.1644 0.5032
H -1.71236 -5.72739 -1.00006 -0.0073 0.3689 0.0109
C -0.45895 2.95480 2.35247 0.4152 -0.4489 -0.0244
C -1.62696 2.19579 2.61207 0.2642 -0.3319 -0.8267
H 0.75430 -2.14567 1.44953 -0.3624 -0.0542 -0.0445
H -1.12127 -7.82356 0.30056 -0.2153 0.2439 0.2031
H -3.01608 1.76856 4.20012 0.0042 0.0578 -0.1163
C 0.77820 -2.65688 -3.29356 -0.0683 0.2953 0.4225
H -3.30063 3.30903 3.39198 0.2905 -0.3209 0.0465
H 2.64416 3.38576 2.65139 -0.2297 0.1785 -0.0473
C 0.13782 -2.88075 0.93193 -0.1713 0.3627 -0.2101
H 2.87535 4.88454 1.75812 -0.0904 -0.1299 -0.0902
C -1.75008 3.38361 4.87861 0.2395 -0.1407 -0.1512
H 0.69802 -3.63416 -2.82950 -0.1481 0.1673 -0.1888
C 0.23941 -1.48484 -1.11162 1.2433 -0.5343 -0.8332
N -0.02186 3.92533 3.21394 0.1591 -0.1249 0.3166
C -0.24136 -4.02557 1.58274 -0.0346 -0.5038 0.0160
C 1.84462 0.93759 -5.29941 0.3344 0.4761 0.1222
H 1.37241 0.60601 -2.42922 -0.3179 -0.0890 -0.0821
C 2.12412 4.14360 2.04627 0.0005 -0.0863 0.0634
H -2.44126 3.87474 5.57554 0.0107 -0.2221 -0.2500
C 1.70130 0.34830 -6.70794 -0.0284 -0.2027 -0.6021
```
Forces are in eV/Å.

Taking the records one at a time from the top gives ΔE to the lowest compared entry with this formula, charge and spin values of 1.574 0.805 eV.
Taking the records one at a time from the top gives E_tot values of -33488.8518 -35537.6014 eV.
Taking the records one at a time from the top gives LUMO energy values of -4.4 -4.8 eV.